[1]
# C5H13NO2

A 2-piece molecular cluster, C5H13NO2 overall (ωB97M-V with the def2-TZVPD basis set, OMol25).

Structure (ORCA input):
```
! RIJCOSX wB97M-V def2-TZVPD def2/J DEFGRID3
* xyz 0 1
H -1.49020 -0.76315 1.01533
H -0.41538 0.88682 -0.82505
H 1.69064 -2.32200 -6.96509
C 0.01797 -0.01793 -0.38694
H 0.00110 3.42647 1.58482
H 0.59693 1.16952 2.02688
N -0.95034 3.16084 1.41788
C -1.39950 1.87647 1.47440
H -0.69003 0.54811 2.94435
O 2.38269 -2.60665 -6.34681
C -0.43389 0.79556 1.92847
H 2.00280 -3.41503 -5.97468
C -0.46246 -0.40316 0.98242
H 0.05150 -1.87792 2.53111
H 1.39029 -1.20311 1.75405
C 0.38725 -1.54412 1.54110
H 1.10341 0.06599 -0.47628
H 0.48134 -2.35792 0.82280
O -2.54173 1.60016 1.14874
H -0.12878 -0.79334 -1.14587
H -1.59359 3.77439 0.94837
*
```

Calculated values
- SMILES: CC(C)CC(N)=O.O
- Orbital gap: 10.628 eV
- Highest occupied orbital energy: -9.76 eV
- E_tot: -403.5629 Ha
- Energy relative to the best compared isomer or geometry (same formula, charge and spin): 8.6 kcal/mol

[2]
# C5H13NO2

A 3-piece molecular cluster, C5H13NO2 overall (ωB97M-V with the def2-TZVPD basis set, OMol25).

Structure (ORCA input):
```
! RIJCOSX wB97M-V def2-TZVPD def2/J DEFGRID3
* xyz 0 1
H 1.43711 2.17104 -0.42346
H -0.42800 -3.56357 0.88734
H 3.15339 2.23696 -3.43704
H 0.21082 0.69397 -1.25637
C -1.09522 -2.89334 1.36871
H -0.01031 -1.75038 -0.78163
O 2.30306 2.52963 -0.44626
H -1.03493 -3.35822 2.35417
C -0.67632 -1.46597 1.21166
H -0.80485 -0.64099 3.28401
H -1.84029 1.97333 -1.16686
C -0.53810 -1.12022 -0.04970
O 2.18720 2.09778 -3.15981
C -0.74004 0.18633 -0.75159
H -0.04354 0.29254 2.14800
N -0.58182 -0.50548 2.24495
H -2.83994 0.54425 -0.34060
H 2.29610 2.49093 -2.24653
H -2.11621 -2.91025 1.24840
C -1.85932 0.91099 -0.76743
H 3.02119 2.08067 0.08005
*
```

Calculated values
- SMILES: C=C/C=C(/C)N.O.O
- Orbital gap: 8.209 eV
- Highest occupied orbital energy: -7.69 eV
- E_tot: -403.4303 Ha
- Energy relative to the best compared isomer or geometry (same formula, charge and spin): 91.8 kcal/mol

[3]
# C5H13NO2

One molecule with the formula C5H13NO2 (ωB97M-V with the def2-TZVPD basis set, OMol25).

Structure (ORCA input):
```
! RIJCOSX wB97M-V def2-TZVPD def2/J DEFGRID3
* xyz 0 1
H 0.53661 -2.86091 -1.77954
C -1.35047 1.10678 1.68055
C 1.03700 -1.40656 -0.54644
H -1.53345 -0.60256 -1.10916
H -1.36616 1.14374 -0.84551
H 2.36442 1.11011 -0.92213
H -1.51791 0.81513 2.71673
H 2.02216 -1.40346 -1.04301
H 0.32888 -1.16342 1.19214
O 0.15445 -2.40604 -1.01524
O 1.17810 -1.48668 0.81484
N -1.16760 -0.08854 0.87789
C 0.49285 0.04217 -0.99243
H -0.44812 1.71421 1.63486
C 1.39348 1.13410 -0.43079
H 1.55386 0.97697 0.63382
C -0.97628 0.15600 -0.55435
H -2.19761 1.72456 1.34823
H -1.96076 -0.70563 1.01220
H 0.95321 2.11774 -0.58552
H 0.50337 0.08228 -2.08716
*
```

Calculated values
- SMILES: CNC[C@@H](C)C(O)O
- Orbital gap: 9.808 eV
- Highest occupied orbital energy: -8.93 eV
- E_tot: -403.5302 Ha
- Energy relative to the best compared isomer or geometry (same formula, charge and spin): 29.1 kcal/mol

[4]
# C5H13NO2S

A 2-piece molecular cluster, C5H13NO2S overall (ωB97M-V with the def2-TZVPD basis set, OMol25).

Structure (ORCA input):
```
! RIJCOSX wB97M-V def2-TZVPD def2/J DEFGRID3
* xyz 0 1
H -2.01720 0.18564 -0.76005
C -1.91336 0.26498 0.35075
H 2.98795 1.22815 -0.73835
H -2.12693 2.43938 0.24175
H 0.91477 -2.34041 -2.51228
H 2.39387 2.59486 -0.90207
H -1.19039 -1.72997 0.26014
H -0.35183 -2.53242 -1.36720
C 1.18762 -1.03356 -0.87538
C -0.79713 -0.79188 0.66852
H -0.42351 1.22547 2.74323
H -2.85749 0.05158 0.86177
C 0.72321 -2.33975 -1.44017
H 1.24201 -3.19210 -1.01306
H -0.70279 -0.94932 1.75000
N 0.49559 -0.43246 0.16568
H 0.99457 0.34088 0.57749
H -0.47574 1.83842 0.21769
C -1.46532 1.66803 0.66573
O 2.60312 1.94557 -0.20078
S -1.46690 2.06122 2.46781
O 2.24587 -0.50233 -1.16122
*
```

Calculated values
- SMILES: CC(=O)NCCCS.O
- Orbital gap: 9.906 eV
- Highest occupied orbital energy: -9.17 eV
- E_tot: -801.7423 Ha
- Energy relative to the best compared isomer or geometry (same formula, charge and spin): 0.0 kcal/mol

[5]
# C5H13NO3

A 2-piece molecular cluster, C5H13NO3 overall (ωB97M-V with the def2-TZVPD basis set, OMol25).

Structure (ORCA input):
```
! RIJCOSX wB97M-V def2-TZVPD def2/J DEFGRID3
* xyz 0 1
H 0.70646 -1.56204 -1.28127
H -0.72289 -2.52917 -1.64800
H -0.46039 1.77458 -1.61235
H 0.85248 2.48169 -0.66295
C 1.06929 0.26908 1.10963
C -2.26946 -0.61782 0.18109
H 0.85326 1.72313 2.49823
H -0.64647 -1.93411 0.75918
C -0.95778 -1.25830 -0.01846
H 1.17230 1.03706 -1.65217
H -2.32381 -0.18291 1.17738
H -2.49332 0.13573 -0.57160
H -3.02627 -1.41555 0.12763
H -0.68878 -0.80673 -2.10507
N 1.56484 1.38742 1.86313
C -0.38157 -1.52700 -1.34887
C 0.42991 1.53606 -1.02487
H 2.78495 -0.57021 0.83585
O 0.46097 -0.62266 1.79271
H 1.91819 2.13467 1.27911
O 2.13519 -0.18273 0.23778
O 0.02292 0.72982 0.06389
*
```

Calculated values
- Orbital gap: 8.623 eV
- Highest occupied orbital energy: -8.85 eV
- E_tot: -478.6794 Ha
- Energy relative to the best compared isomer or geometry (same formula, charge and spin): 85.4 kcal/mol

[6]
# C5H13NO3

A 2-piece molecular cluster, C5H13NO3 overall (ωB97M-V with the def2-TZVPD basis set, OMol25).

Structure (ORCA input):
```
! RIJCOSX wB97M-V def2-TZVPD def2/J DEFGRID3
* xyz 0 1
H 1.82221 -2.65573 0.91856
H -1.03947 0.78124 -2.08791
C -1.64440 0.26231 -1.34692
H 2.27289 1.04301 0.03849
C -1.22467 0.66664 0.06023
O -2.05999 0.00455 0.96846
C 1.27528 1.15943 -0.38130
N 0.50275 -1.07553 0.58634
H -2.68713 0.54951 -1.48899
H -2.27181 2.26291 0.37630
H 1.27928 0.83734 -1.42325
O 0.44787 0.36695 1.78624
H -0.23221 -1.87177 0.08227
H -1.56700 -0.81254 -1.49902
O -1.33849 2.07885 0.21519
C 1.88030 -1.58905 0.71235
H 0.08022 -2.13671 -0.81027
H -1.58851 0.04186 1.82108
H 2.47026 -1.41752 -0.18699
H 2.34638 -1.08588 1.55347
C 0.26827 0.37731 0.44227
H 1.00794 2.21283 -0.33660
*
```

Calculated values
- Orbital gap (spin up / spin down): 8.673 / 8.827 eV
- Highest occupied orbital energy (spin up / spin down): -9.20 / -9.51 eV
- E_tot: -478.5999 Ha
- Energy relative to the best compared isomer or geometry (same formula, charge and spin): 135.2 kcal/mol

[7]
# C5H13NO3S

A 2-piece molecular cluster, C5H13NO3S overall (ωB97M-V with the def2-TZVPD basis set, OMol25).

Structure (ORCA input):
```
! RIJCOSX wB97M-V def2-TZVPD def2/J DEFGRID3
* xyz 0 1
H 0.62225 -0.39861 2.36515
H -0.71664 -1.40773 -1.89155
O -1.92110 -0.49201 3.74953
N 0.29273 0.21528 0.23596
H -0.01602 2.14066 0.31486
O -3.37549 1.34383 2.71564
H -2.24374 -0.74229 -1.01537
C 1.21666 0.36712 -0.91876
O -0.95955 1.66642 3.23841
H -1.80029 -2.41321 -0.95461
H 2.04347 0.98369 -0.65265
H 1.99032 -0.51268 1.29874
H 1.57816 -0.69390 -1.26931
H 0.57968 0.86754 -1.80416
C -0.45641 -1.06547 0.22951
H -1.23674 1.27234 1.13805
C -1.38748 -1.39118 -0.92313
C -0.59891 1.31531 0.30556
H -1.28546 1.33198 -0.64384
S -2.17015 0.90350 3.49562
C 1.11090 0.13322 1.44272
H -1.16687 -1.26240 1.11144
H 1.35675 1.18859 1.70489
*
```

Calculated values
- Orbital gap (spin up / spin down): 8.653 / 4.435 eV
- Highest occupied orbital energy (spin up / spin down): -8.70 / -6.25 eV
- E_tot: -876.7494 Ha
- Energy relative to the best compared isomer or geometry (same formula, charge and spin): 128.1 kcal/mol

[8]
# C5H13NO3S

A 2-piece molecular cluster, C5H13NO3S overall (ωB97M-V with the def2-TZVPD basis set, OMol25).

Structure (ORCA input):
```
! RIJCOSX wB97M-V def2-TZVPD def2/J DEFGRID3
* xyz 0 1
H -1.27178 2.85973 -0.18262
C -1.20304 0.79169 -0.15523
H 2.34962 -2.23245 0.72187
H -2.53451 -1.78981 -1.13896
H 0.44192 2.07443 -0.25951
H -0.57358 2.13354 -1.75994
O 0.73847 0.08737 1.01797
H -0.84267 -2.13737 -1.26653
H -2.31750 -0.16315 1.35702
O 1.33784 -0.53170 -1.23778
N -1.19346 -0.18385 -1.04940
H 0.29534 -0.31781 -1.25759
O 2.69886 1.19316 -0.06089
C 2.96698 -1.33881 0.68643
H -2.84251 1.57364 1.04677
H -1.36484 0.88876 2.08638
H 3.57808 -1.21573 1.45058
C -1.51688 -1.49046 -0.72226
S 1.90416 0.00037 0.14387
H 3.46263 -1.38069 -0.29028
C -0.64176 2.08983 -0.61490
C -1.95719 0.83369 1.14290
H -1.51420 -1.74434 0.34209
*
```

Calculated values
- SMILES: CS(=O)(=O)O.CN=C(C)C
- Orbital gap: 10.617 eV
- Highest occupied orbital energy: -9.95 eV
- E_tot: -876.9050 Ha
- Energy relative to the best compared isomer or geometry (same formula, charge and spin): 30.5 kcal/mol

[9]
# C5H13NO7PS2

A 2-piece molecular cluster, C5H13NO7PS2 overall (ωB97M-V with the def2-TZVPD basis set, OMol25).

Structure (ORCA input):
```
! RIJCOSX wB97M-V def2-TZVPD def2/J DEFGRID3
* xyz 1 1
S -1.49061 -2.70311 2.43318
O -0.86820 2.49129 -3.31256
H 1.78665 -0.07614 0.37379
S 1.29332 -3.26468 3.17277
O 1.07248 2.60698 -1.97898
H -0.17806 4.08590 -1.18757
O 0.77720 0.36854 -1.33631
O -2.10804 -2.30512 3.65957
H 1.56655 4.40153 -1.13211
H 1.06734 -1.94548 3.53408
C 0.76178 3.97640 -1.73088
H 1.03260 1.53264 0.37239
H 0.03148 0.06434 0.55588
H -2.37757 -3.17885 1.49865
O 1.97853 -3.16871 1.65704
C -2.19591 2.12809 -3.70486
H -2.31667 1.04758 -3.73928
H 0.70750 4.51860 -2.67484
C 0.90510 0.49405 0.06781
H -2.91333 2.56233 -3.00864
C 3.16353 -2.52825 1.77741
P -0.13132 1.53099 -2.13821
O -0.69377 -1.68289 1.79749
C -0.30342 -4.07429 2.87646
N 3.91667 -1.73477 2.02031
O -1.20759 1.70403 -1.08762
H -0.27564 -4.86170 2.09457
H -2.37824 2.53559 -4.69944
H -0.62237 -4.52488 3.83992
*
```

Calculated values
- Orbital gap: 5.563 eV
- Highest occupied orbital energy: -11.82 eV
- E_tot: -1916.9681 Ha
- Energy relative to the best compared isomer or geometry (same formula, charge and spin): 0.0 kcal/mol

[10]
# C5H13NOP

An isolated ion of composition C5H13NOP and charge +1 (ωB97M-V with the def2-TZVPD basis set, OMol25).

Structure (ORCA input):
```
! RIJCOSX wB97M-V def2-TZVPD def2/J DEFGRID3
* xyz 1 1
H -1.58063 1.18876 1.57365
H 1.35407 -1.08468 0.65595
H 3.63669 -0.12494 0.01374
C -1.28531 0.18173 -0.22860
H -2.71221 -1.67736 -0.83344
C -1.71046 -1.50701 -0.42874
C 1.46621 -0.21149 -0.01107
H -0.42272 0.54429 -2.51071
H -2.69377 1.65478 0.40268
H 1.19506 1.81019 1.26944
P -0.73754 1.42193 -1.48777
H -0.96142 -1.72987 -1.10610
H 1.47730 -0.65850 -0.93688
H -1.55873 -1.89777 0.50137
N -2.18302 0.85287 0.82648
H 3.14625 1.43972 -0.23576
H 2.75729 0.68117 1.39501
C 2.80881 0.58003 0.33477
O 0.18692 1.55851 1.10667
H -2.82574 0.08738 1.22635
C 0.20685 0.61489 0.06972
*
```

Calculated values
- SMILES: CC[C@@]1(O)P[C@]1(C)[NH3+]
- Orbital gap: 9.672 eV
- Highest occupied orbital energy: -12.88 eV
- E_tot: -669.3165 Ha
- Energy relative to the best compared isomer or geometry (same formula, charge and spin): 46.8 kcal/mol

[11]
# C5H13NOS

A 2-piece molecular cluster, C5H13NOS overall (ωB97M-V with the def2-TZVPD basis set, OMol25).

Structure (ORCA input):
```
! RIJCOSX wB97M-V def2-TZVPD def2/J DEFGRID3
* xyz 0 1
H -1.97671 -1.45357 -1.97629
H 1.66459 3.01421 2.62464
H 2.45301 2.69467 0.39804
H 1.08538 1.47135 0.07279
S -1.04062 -2.94924 -3.61580
C -0.98989 -1.57340 -2.42540
O 0.09632 0.41872 2.88370
H -1.96153 -2.40542 -4.41909
C -0.16246 1.76837 2.48026
C 1.55988 2.18806 0.72882
H -0.73713 0.03384 3.17177
N 0.10496 -0.75874 -0.41034
H -0.70093 -0.72094 0.20127
C 0.02486 -1.88604 -1.33408
H -0.71619 -0.64535 -2.92209
H -0.51279 2.35722 3.33182
H 0.90705 -0.85750 0.20065
C 1.09173 2.38073 1.95331
H -0.93712 1.77794 1.71170
H 1.00089 -2.01793 -1.79481
H -0.25329 -2.83699 -0.86088
*
```

Calculated values
- SMILES: C=CCO.NCCS
- Orbital gap: 9.701 eV
- Highest occupied orbital energy: -9.02 eV
- E_tot: -726.4368 Ha
- Energy relative to the best compared isomer or geometry (same formula, charge and spin): 40.3 kcal/mol

[12]
# C5H13NOS

A 2-piece molecular cluster, C5H13NOS overall (ωB97M-V with the def2-TZVPD basis set, OMol25).

Structure (ORCA input):
```
! RIJCOSX wB97M-V def2-TZVPD def2/J DEFGRID3
* xyz 0 1
H -2.54319 0.75349 -2.34457
H 1.46012 0.83049 -2.66052
H 2.42187 0.12171 2.25812
H -2.24267 2.13712 -1.07895
H 2.24869 -0.79407 -2.27026
C 1.31683 -0.35701 -2.70623
H 0.15963 -1.88503 -1.71614
O 0.70250 -1.46465 1.84623
S -0.78568 0.25773 -0.80374
H 1.12248 -0.65011 -3.79324
C -0.67631 -0.38523 3.45142
H -0.76328 0.53687 3.84069
C -0.02714 -0.87739 -2.19090
H 1.67524 1.15772 3.36116
H -0.87089 -1.27447 4.09220
N 1.63348 0.43635 2.65793
H -1.48004 -0.46145 2.72442
H -1.27733 2.00614 -2.50226
C -1.82067 1.35850 -1.78685
C 0.57677 -0.60773 2.60355
H -0.83040 -0.83898 -2.98209
*
```

Calculated values
- SMILES: CC(N)=O.CCSC
- Orbital gap: 9.150 eV
- Highest occupied orbital energy: -8.22 eV
- E_tot: -726.4432 Ha
- Energy relative to the best compared isomer or geometry (same formula, charge and spin): 36.4 kcal/mol

Question: Which formula does entry 9 have?
Answer: C5H13NO7PS2